Entry 1:
Formula: C25H41KN4O3S2
Source: OMol25
Level of theory: wB97M-V/def2-TZVPD

- maximum force (eV/Å) = 0.192
- highest occupied orbital energy (eV) = -5.0
- M (g mol⁻¹) = 548.86
- frontier orbital gap (eV) = 5.275
- lowest unoccupied orbital energy (eV) = 0.23
- relative energy (zero: lowest compared OMol25 entry of this formula, charge and spin) (kcal per mole) = 2.4

Geometry as ORCA input:
```
! wB97M-V def2-TZVPD RIJCOSX def2/J DEFGRID3
* xyz 0 1
K -0.98186 -0.20129 -0.00100
C -1.16210 -2.27803 -2.96786
C -1.95843 -3.23710 -2.07828
N -2.02297 -2.81810 -0.68544
C -3.34924 -2.78468 -0.07686
C -4.28022 -1.76599 -0.73858
N -3.67673 -0.44983 -0.88317
C -3.75773 0.16570 -2.19487
C -2.95150 -0.59480 -3.25159
N -1.58257 -0.88874 -2.83325
H -0.11195 -2.32415 -2.67354
H -1.23866 -2.65020 -4.00352
H -2.97320 -3.34095 -2.46962
H -1.50552 -4.22995 -2.18347
H -1.39316 -3.36332 -0.11512
H -3.85665 -3.76377 -0.09953
H -3.21591 -2.49924 0.96739
H -4.58456 -2.12604 -1.72518
H -5.20045 -1.73040 -0.14469
H -3.97716 0.18261 -0.15556
H -4.79130 0.25775 -2.57202
H -3.34935 1.17227 -2.09755
H -3.45719 -1.53242 -3.49497
H -2.97207 -0.00580 -4.17558
H -0.92452 -0.28303 -3.30196
N -1.70914 -0.32476 4.30876
C -1.95332 0.12344 3.04068
O -2.55794 -0.56354 2.21607
C -1.40477 1.48894 2.71599
C 0.11629 1.37250 2.57216
H -1.80907 -1.32041 4.43106
H -0.85685 0.06364 4.69115
H -1.68054 2.17483 3.52473
H -1.94195 1.80251 1.80906
H 0.64711 2.17233 3.09698
H 0.44741 1.37207 1.52594
O 1.14978 -1.79209 -0.50499
S 2.37945 -2.57942 -0.81339
C 3.12558 -3.06064 0.77518
C 3.61094 -1.95063 1.65492
C 4.97915 -1.78744 1.86598
C 5.45017 -0.75250 2.66154
C 4.55306 0.13095 3.24829
C 3.18915 -0.02484 3.04035
C 2.71988 -1.06398 2.25256
C 3.65057 -1.38179 -1.41921
C 3.19417 0.03882 -1.28291
C 3.69790 0.86499 -0.28658
C 3.23996 2.16764 -0.15855
C 2.27407 2.65487 -1.02472
C 1.76591 1.83645 -2.02526
C 2.22526 0.53552 -2.15119
H 3.93238 -3.74839 0.50928
H 2.32924 -3.64395 1.24253
H 5.67963 -2.48016 1.41116
H 6.51482 -0.63952 2.82338
H 4.91898 0.94017 3.86812
H 2.45042 0.65534 3.45054
H 1.65072 -1.14456 2.09604
H 3.79648 -1.64729 -2.46640
H 4.57577 -1.57165 -0.87576
H 4.44194 0.48509 0.40271
H 3.62737 2.79577 0.63300
H 1.91305 3.66973 -0.91892
H 1.00743 2.21100 -2.70118
H 1.82586 -0.10579 -2.92941
C -1.09596 4.24772 0.93795
S -1.15430 3.70886 -0.76467
C -2.47737 4.79573 -1.30234
O -1.74137 2.33076 -0.78511
H -0.66184 5.24817 0.96121
H -0.45846 3.53607 1.47730
H -2.09996 4.24554 1.36120
H -2.16420 5.83278 -1.18453
H -3.36318 4.58554 -0.70337
H -2.67463 4.58517 -2.35152
*
```

These are the Löwdin partial charges, in e, on atoms 1 to 8: number 1, K, carries 0.6971; number 2, C, carries -0.2190; number 3, C, carries -0.2068; number 4, N, carries -0.0904; number 5, C, carries -0.2154; number 6, C, carries -0.2037; number 7, N, carries -0.0935; number 8, C, carries -0.2221

---

Entry 2:
Formula: C30H51F6NO5P2
Source: OMol25
Level of theory: wB97M-V/def2-TZVPD

- maximum force (eV/Å) = 3.455
- highest occupied orbital energy (eV) = -9.0
- M (g mol⁻¹) = 681.68
- frontier orbital gap (eV) = 5.961
- lowest unoccupied orbital energy (eV) = -3.04

Geometry as ORCA input:
```
! wB97M-V def2-TZVPD RIJCOSX def2/J DEFGRID3
* xyz 0 1
C 3.97138 -2.77666 -0.41092
C 5.02124 -2.00912 0.48510
C 4.50422 -1.63517 1.91873
C 3.26598 -0.63654 1.89730
C 3.63843 0.83267 2.34988
C 3.69617 1.86428 1.14066
C 2.69643 3.08871 1.34039
C 2.20997 3.50075 -0.09330
C 1.43186 4.87489 -0.19881
C 0.78554 5.41081 1.12486
C -0.25866 4.45588 1.81257
C -1.05485 3.51541 0.85133
C -1.62394 2.31614 1.74874
C -3.15092 2.04610 1.54213
C -3.57079 0.83365 2.47277
C -4.08819 -0.44770 1.72844
C -3.44989 -0.71675 0.32524
C -3.81984 -2.18528 -0.18468
C -2.89278 -2.12636 -1.48445
P -3.39001 -3.01555 -3.04499
O -3.00525 -2.28289 -4.25925
O -2.64936 -4.49335 -3.03245
O -4.99387 -3.38448 -3.01131
N -1.86475 -1.37903 -1.25230
C -0.79426 -1.03149 -2.21312
C 0.19234 -2.20033 -2.55334
C 1.24534 -1.60728 -3.57396
O 2.41176 -1.78535 -3.45362
O 0.78054 -0.82739 -4.61775
C -1.90073 -0.86883 0.17849
C -1.12494 -1.99541 0.96495
C -1.12016 -1.83250 2.50496
C -0.30995 -0.76517 3.07077
C -0.25218 -0.50472 4.47834
C -1.02090 -1.33261 5.37653
C -1.80456 -2.42849 4.86472
C -1.84146 -2.65628 3.43314
H 3.98579 -2.35910 -1.44651
H 4.26599 -3.84999 -0.45872
H 2.93102 -2.72431 -0.00657
H 5.89785 -2.69930 0.61108
H 5.39267 -1.10570 -0.05263
H 4.22528 -2.59623 2.43145
H 5.36005 -1.21388 2.49601
H 2.79031 -0.69018 0.88776
H 2.52691 -1.08864 2.61432
H 4.65519 0.80112 2.82467
H 2.90519 1.12863 3.13726
H 4.73232 2.21083 0.93458
H 3.28188 1.30262 0.25988
H 3.13406 3.91422 1.94192
H 1.80741 2.63441 1.85827
H 1.60306 2.69273 -0.56466
H 3.13980 3.61813 -0.71582
H 2.16133 5.64989 -0.54712
H 0.65002 4.79193 -0.99042
H 1.57600 5.66232 1.88052
H 0.28510 6.38991 0.89431
H 0.23678 3.88432 2.63417
H -1.01458 5.11377 2.32556
H -0.43362 3.02092 0.06789
H -1.88288 4.03920 0.30271
H -1.49561 2.61974 2.82213
H -0.97402 1.43358 1.55923
H -3.68294 2.94992 1.94530
H -3.46645 1.95696 0.47731
H -4.40902 1.18706 3.13028
H -2.71620 0.62990 3.16328
H -3.94341 -1.35322 2.36617
H -5.19576 -0.35512 1.57224
H -3.78992 0.05569 -0.40984
H -3.56942 -3.00096 0.53367
H -4.87143 -2.12553 -0.54335
H -1.79874 -4.41881 -2.56183
H -5.51721 -2.56190 -3.03894
H -0.19908 -0.19064 -1.78140
H -1.25604 -0.65937 -3.16536
H 0.77536 -2.53061 -1.66073
H -0.30066 -3.05674 -3.07354
H 0.49305 0.04285 -4.28953
H -1.25937 0.03730 0.10234
H -0.05104 -1.92673 0.63694
H -1.44815 -3.03534 0.73141
H 0.28079 -0.14348 2.35973
H 0.36448 0.34393 4.83186
H -0.98600 -1.10190 6.46426
H -2.35698 -3.05882 5.58937
H -2.45621 -3.50909 3.07837
F 1.68796 -1.47308 -8.38627
P 0.53514 -0.36895 -8.05791
F 1.75458 0.67586 -7.77876
F 0.16420 -1.61309 -7.06980
F 0.65701 0.06765 -9.62100
F -0.05150 0.61056 -6.87929
F -0.99931 -0.46978 -8.59208
*
```

These are the Löwdin partial charges, in e, on atoms 1 to 8: number 1, C, carries -0.1130; number 2, C, carries -0.2523; number 3, C, carries -0.2116; number 4, C, carries -0.2086; number 5, C, carries -0.1857; number 6, C, carries -0.1845; number 7, C, carries -0.1963; number 8, C, carries -0.2116

---

Entry 3:
Formula: C4H10O
Source: OMol25
Level of theory: wB97M-V/def2-TZVPD

- SMILES = CC[C@H](C)O
- maximum force (eV/Å) = 3.892
- highest occupied orbital energy (eV) = -10.2
- M (g mol⁻¹) = 74.12
- frontier orbital gap (eV) = 11.005
- lowest unoccupied orbital energy (eV) = 0.85
- relative energy (zero: lowest compared OMol25 entry of this formula, charge and spin) (kcal per mole) = 21.7

Geometry as ORCA input:
```
! wB97M-V def2-TZVPD RIJCOSX def2/J DEFGRID3
* xyz 0 1
C -1.73942 0.13459 -0.49615
C -0.90607 -0.09776 0.74117
C 0.58058 -0.12765 0.46852
C 1.13144 1.22385 -0.17611
O 0.94261 -1.16344 -0.49294
H -2.86912 0.40226 -0.31096
H -1.67242 -0.76156 -1.13427
H -1.30383 0.99551 -1.03416
H -1.18313 -0.98901 1.26579
H -0.98336 0.75418 1.40046
H 1.11534 -0.40550 1.39883
H 2.21254 0.99368 -0.35480
H 0.49063 1.41381 -1.05831
H 1.12034 2.14381 0.45802
H 1.13296 -2.03784 0.08836
*
```

These are the Löwdin partial charges, in e, on atoms 1 to 8: number 1, C, carries -0.1117; number 2, C, carries -0.2518; number 3, C, carries -0.4371; number 4, C, carries -0.0428; number 5, O, carries -0.1187; number 6, H, carries 0.1083; number 7, H, carries 0.0751; number 8, H, carries 0.0539

---

> Number 1 is which compound?

C25H41KN4O3S2

---

> What is the formula in the second record?

C30H51F6NO5P2

---

> Look up the M of the third one.

74.12 g mol⁻¹

---

> Number 2 is which compound?

C30H51F6NO5P2